Record 1
Computed, not measured: a molecular structure, C33H40BBrHgN9O2, with wB97M-V/def2-TZVPD.

As for the HOMO-LUMO gap (alpha / beta): 2.386 / 5.233 eV. Its expectation value of S² is 0.79. The value obtained for the energy is -127270.67590 eV. The lowest unoccupied orbital energy (alpha / beta) comes out at 4.2 / 4.2 eV. The value obtained for the maximum force is 0.012 hartree/bohr. The value obtained for the HOMO energy (alpha / beta) is 1.767 / -1.081 eV.

```
! RIJCOSX wB97M-V def2-TZVPD def2/J DEFGRID3
* xyz -2 2
Hg 0.014 0.411 0.116
C 3.784 2.398 1.244
C 3.334 1.336 2.188
C 3.982 0.937 3.373
C 3.196 -0.067 3.894
C 3.421 -0.866 5.138
N 2.144 -0.231 3.062
N 2.227 0.627 2.016
B 0.978 -1.223 3.264
N -0.395 -0.520 3.366
N -0.890 0.312 2.423
C -2.106 0.674 2.798
C -2.972 1.608 2.026
C -2.411 0.070 4.033
C -1.303 -0.684 4.353
C -1.080 -1.526 5.569
N 0.960 -2.244 2.105
N 0.468 -1.909 0.900
C 0.447 -2.999 0.152
C -0.066 -2.987 -1.249
C 0.938 -4.085 0.900
C 1.248 -3.561 2.141
C 1.827 -4.264 3.327
H 4.108 3.283 1.794
H 2.970 2.662 0.569
H 4.627 2.047 0.641
H 4.900 1.325 3.786
H 4.350 -0.545 5.607
H 3.495 -1.933 4.916
H 2.602 -0.734 5.847
H 1.168 -1.813 4.289
H -2.574 1.766 1.027
H -3.027 2.576 2.530
H -3.977 1.199 1.929
H -3.329 0.160 4.592
H -1.945 -1.441 6.225
H -0.194 -1.199 6.117
H -0.942 -2.579 5.310
H -0.856 -2.237 -1.332
H -0.456 -3.969 -1.521
H 0.732 -2.713 -1.943
H 1.056 -5.108 0.576
H 1.992 -5.311 3.074
H 1.162 -4.216 4.191
H 2.781 -3.821 3.619
C 3.122 -0.024 -3.628
C 1.985 0.318 -2.678
O 1.747 -0.465 -1.777
C 1.291 1.632 -2.882
C -0.202 1.500 -2.931
C -0.932 1.859 -4.197
N -0.874 1.042 -1.910
N -2.200 0.934 -2.003
C -2.748 0.112 -1.078
O -2.044 -0.617 -0.270
C -4.190 0.039 -1.041
C -4.812 -0.865 -0.139
C -6.184 -0.958 -0.052
C -7.010 -0.172 -0.868
C -6.407 0.711 -1.775
C -5.036 0.825 -1.862
H 3.976 -0.373 -3.046
H 3.420 0.835 -4.229
H 2.824 -0.838 -4.293
H 1.601 2.028 -3.848
H -0.261 1.882 -5.060
H -1.415 2.839 -4.100
H -1.733 1.134 -4.366
H -4.165 -1.462 0.492
H -6.630 -1.654 0.654
H -8.090 -0.240 -0.791
H -7.039 1.314 -2.422
H -4.585 1.526 -2.554
C 3.378 4.048 -3.340
C 2.171 3.986 -2.445
C 1.364 5.040 -2.211
C 0.329 4.978 -1.228
C 0.333 3.829 -0.470
Br -0.719 3.870 1.157
N 1.044 2.750 -0.611
C 1.881 2.665 -1.783
H 3.635 5.084 -3.574
H 3.230 3.521 -4.292
H 4.237 3.579 -2.844
H 1.541 5.985 -2.720
H -0.305 5.820 -1.002
H 2.836 2.206 -1.462
*
```

Atom charges from the Mulliken analysis, given in e for atoms 1 to 4: Hg 3.005; C -0.978; C 0.760; C -1.865

=====

Record 2
Computed, not measured: a molecular structure, C33H40BaN4P2Te at a distorted geometry, with wB97M-V/def2-TZVPD.

As for the HOMO-LUMO gap: 5.570 eV. The value obtained for the energy is -67388.57386 eV. The lowest unoccupied orbital energy comes out at -0.4 eV. The value obtained for the maximum force is 0.111 hartree/bohr. The value obtained for the HOMO energy is -5.969 eV.

```
! RIJCOSX wB97M-V def2-TZVPD def2/J DEFGRID3
* xyz 0 1
Ba -0.688 -0.820 4.722
C -0.355 -2.988 3.256
C 0.455 -2.111 2.705
C 0.229 -1.350 1.443
C -0.548 0.030 1.412
C -1.818 0.111 2.240
C -2.621 -0.822 2.551
C -2.594 -2.252 2.069
C -1.752 -3.344 2.855
C -2.056 0.953 5.603
H -0.092 -3.402 4.321
H 1.414 -1.775 3.284
H -0.272 -2.063 0.787
H 1.229 -1.170 1.008
H 0.174 0.838 1.635
H -0.894 0.216 0.374
H -1.948 1.166 2.682
H -3.486 -0.624 3.288
H -2.252 -2.214 1.031
H -3.639 -2.622 2.035
H -2.376 -3.729 3.680
H -1.565 -4.199 2.186
H -2.072 0.353 6.541
H -2.903 1.037 4.985
H -1.196 1.632 5.496
P 0.048 2.453 -3.829
P 2.393 0.485 -3.293
N -1.663 2.214 -4.065
N 0.235 4.039 -4.549
N 1.774 -1.139 -3.503
N 4.103 0.165 -3.380
C 0.656 1.435 -5.246
C 2.140 1.090 -5.025
C -2.420 1.525 -3.088
C -3.636 1.193 -3.622
C -3.659 1.665 -4.966
C -2.452 2.267 -5.219
C 0.443 5.179 -3.744
C 0.508 6.286 -4.548
C 0.351 5.853 -5.889
C 0.189 4.488 -5.870
C 1.216 -1.845 -2.417
C 0.854 -3.101 -2.837
C 1.170 -3.197 -4.216
C 1.722 -1.997 -4.603
C 4.854 -0.686 -4.202
C 6.176 -0.330 -4.131
C 6.278 0.795 -3.259
C 5.018 1.089 -2.818
H 0.511 1.983 -6.185
H 0.069 0.504 -5.299
H 2.495 0.330 -5.736
H 2.758 1.999 -5.163
H -1.976 1.363 -2.101
H -4.441 0.665 -3.096
H -4.498 1.576 -5.677
H -2.068 2.763 -6.119
H 0.521 5.051 -2.655
H 0.659 7.318 -4.202
H 0.355 6.484 -6.795
H 0.053 3.778 -6.697
H 1.148 -1.349 -1.441
H 0.399 -3.877 -2.208
H 1.009 -4.068 -4.872
H 2.083 -1.668 -5.585
H 4.351 -1.493 -4.749
H 7.008 -0.835 -4.649
H 7.195 1.328 -2.981
H 4.634 1.861 -2.143
Te 1.016 -1.588 7.189
C -0.459 -1.854 8.591
C -0.691 -3.149 9.180
C -1.680 -3.325 10.153
C -2.471 -2.245 10.576
C -2.268 -0.973 10.022
C -1.278 -0.766 9.049
H -0.060 -3.976 8.841
H -1.832 -4.311 10.586
H -3.237 -2.393 11.333
H -2.875 -0.132 10.347
H -1.101 0.224 8.612
*
```

Atom charges from the Mulliken analysis, given in e for atoms 1 to 4: Ba 1.466; C -1.139; C -1.001; C -0.014

=====

Record 3
Computed, not measured: a molecular structure, C33H40FeN4P2Se at a distorted geometry, with wB97M-V/def2-TZVPD.

As for the HOMO-LUMO gap (alpha / beta): 5.309 / 6.770 eV. Its expectation value of S² is 6.05. The value obtained for the energy is -159135.33186 eV. The lowest unoccupied orbital energy (alpha / beta) comes out at -0.5 / -0.6 eV. The value obtained for the maximum force is 0.080 hartree/bohr. The value obtained for the HOMO energy (alpha / beta) is -5.766 / -7.324 eV.

```
! RIJCOSX wB97M-V def2-TZVPD def2/J DEFGRID3
* xyz 0 5
Fe -0.245 -0.168 1.556
C 3.173 -1.945 -3.115
C 2.934 -0.663 -3.390
C 2.064 -0.151 -4.499
C 0.739 -0.901 -4.779
C 0.022 -1.503 -3.601
C 0.429 -2.563 -2.877
C 1.300 -3.614 -3.507
C 2.690 -3.097 -3.949
C -1.863 -0.827 2.685
H 3.916 -2.245 -2.368
H 3.640 0.096 -3.055
H 2.625 -0.128 -5.451
H 1.828 0.904 -4.291
H 0.058 -0.155 -5.226
H 0.912 -1.642 -5.574
H -1.036 -1.190 -3.566
H 0.022 -2.810 -1.897
H 0.802 -4.040 -4.402
H 1.446 -4.446 -2.806
H 3.404 -3.931 -3.857
H 2.654 -2.846 -5.018
H -1.395 -1.228 3.605
H -2.502 -1.617 2.252
H -2.540 -0.015 3.003
P -1.680 -0.143 -0.098
P 1.078 1.148 0.391
N -2.225 -1.747 -0.584
N -3.221 0.704 -0.169
N 2.455 0.022 0.205
N 1.883 2.647 0.755
C -0.745 0.448 -1.532
C 0.469 1.368 -1.307
C -2.052 -2.915 0.169
C -2.802 -3.930 -0.433
C -3.409 -3.374 -1.610
C -3.020 -2.038 -1.691
C -4.251 0.528 0.762
C -5.212 1.509 0.542
C -4.762 2.316 -0.554
C -3.538 1.802 -0.966
C 2.596 -1.176 0.908
C 3.839 -1.700 0.588
C 4.425 -0.867 -0.403
C 3.539 0.184 -0.630
C 3.085 3.137 0.225
C 3.443 4.278 0.930
C 2.406 4.534 1.888
C 1.453 3.529 1.748
H -1.429 0.870 -2.275
H -0.349 -0.497 -1.929
H 1.294 1.117 -2.002
H 0.206 2.436 -1.421
H -1.437 -2.919 1.049
H -2.898 -4.934 -0.057
H -4.060 -3.880 -2.305
H -3.242 -1.282 -2.429
H -4.204 -0.271 1.488
H -6.127 1.626 1.106
H -5.262 3.167 -0.990
H -2.870 2.114 -1.755
H 1.816 -1.536 1.591
H 4.290 -2.580 1.017
H 5.346 -1.019 -0.928
H 3.575 0.992 -1.342
H 3.569 2.665 -0.606
H 4.345 4.836 0.767
H 2.371 5.359 2.580
H 0.514 3.364 2.257
Se 0.784 0.640 3.602
C -0.400 1.311 4.938
C -1.007 2.582 4.857
C -1.848 3.016 5.887
C -2.080 2.211 7.008
C -1.466 0.952 7.094
C -0.620 0.511 6.080
H -0.816 3.208 3.987
H -2.324 3.995 5.813
H -2.733 2.557 7.809
H -1.645 0.310 7.956
H -0.127 -0.461 6.147
*
```

Atom charges from the Mulliken analysis, given in e for atoms 1 to 4: Fe -0.374; C -0.440; C -0.287; C -1.055